{
  "formula": "C30H34Br2N4OPdS",
  "method": "wB97M-V/def2-TZVPD",
  "total_charge": 0,
  "homo_energy_ev": [-6.352, -6.352],
  "elements": ["Pd", "Br", "C", "C", "C", "Br", "C", "C", "C", "C", "N", "C", "C", "O", "H", "H", "H", "H", "C", "C", "C", "C", "C", "C", "C", "C", "N", "C", "C", "C", "C", "C", "C", "C", "C", "C", "C", "H", "H", "H", "H", "H", "H", "H", "H", "H", "H", "H", "H", "H", "H", "H", "H", "H", "H", "H", "H", "H", "H", "H", "H", "S", "C", "N", "C", "C", "N", "H", "H", "H", "H", "H", "H"],
  "xyz": [[0.780184, 0.172886, 0.238593], [0.735784, 5.450286, 0.228393], [2.248684, 4.298786, 0.223593], [3.526584, 4.824486, 0.242693], [4.617984, 3.982886, 0.235893], [6.365984, 4.761686, 0.270093], [4.469084, 2.589186, 0.215993], [5.537284, 1.669586, 0.209993], [5.275584, 0.326886, 0.210993], [3.942984, -0.100614, 0.220293], [2.920584, 0.727986, 0.216193], [3.145984, 2.058086, 0.209493], [1.978684, 2.915086, 0.203393], [0.805084, 2.448186, 0.177393], [3.668184, 5.894786, 0.263293], [6.552584, 2.034586, 0.208893], [6.077184, -0.398114, 0.209493], [3.710284, -1.157814, 0.236093], [-0.565816, 0.153386, 5.019093], [-1.521216, 0.110186, 3.861393], [-2.901716, 0.112786, 4.067893], [-3.773516, 0.068886, 2.985793], [-5.263216, 0.093786, 3.181993], [-3.274616, 0.016186, 1.697493], [-1.884116, 0.031886, 1.431193], [-1.035216, 0.077786, 2.572993], [-1.277616, 0.002886, 0.236593], [-1.905416, -0.033714, -1.058807], [-2.749816, -1.307814, -1.259907], [-3.336016, -1.319814, -2.670607], [-4.197916, -0.075514, -2.886707], [-3.334316, 1.176986, -2.730607], [-2.204616, 1.157386, -3.757007], [-1.355916, -0.091314, -3.531807], [-2.210916, -1.345714, -3.701607], [-0.776416, -0.062114, -2.117307], [-2.752416, 1.227786, -1.319007], [-1.093916, 0.191186, 5.968893], [0.076184, 1.029686, 4.941593], [0.074484, -0.728214, 5.012293], [-3.295916, 0.156586, 5.073193], [-5.525916, 0.130986, 4.235893], [-5.722116, -0.791114, 2.741493], [-5.689216, 0.967986, 2.689493], [-3.990316, -0.027014, 0.894493], [0.060584, 0.098186, 2.407193], [-3.556316, -1.362714, -0.531007], [-2.105816, -2.177114, -1.102507], [-3.956716, -2.214414, -2.787607], [-5.015316, -0.056814, -2.161007], [-4.639916, -0.101314, -3.886407], [-3.954016, 2.064986, -2.890807], [-1.586216, 2.050186, -3.640807], [-2.612716, 1.158986, -4.770507], [-0.535816, -0.110114, -4.257307], [-1.596316, -2.237514, -3.556007], [-2.627116, -1.384514, -4.711107], [-0.146116, 0.840986, -1.996207], [-0.166216, -0.966814, -1.958907], [-3.561316, 1.306486, -0.594107], [-2.110116, 2.103286, -1.194607], [0.847484, -2.369914, 0.287393], [2.369684, -3.032014, 0.217593], [3.117184, -3.412114, 1.281293], [4.426084, -3.899114, 0.908393], [4.381584, -3.856814, -0.633607], [3.044184, -3.374314, -0.908507], [2.845684, -3.216514, 2.227593], [4.580484, -4.912414, 1.288793], [5.217084, -3.256414, 1.311693], [4.519084, -4.844714, -1.080607], [5.142384, -3.183914, -1.047107], [2.747384, -3.076414, -1.820407]],
  "forces_ev_per_a": [[0.1, 1.1, 0.0], [0.3, -0.1, 0.0], [-0.8, -0.3, 0.0], [0.5, -0.3, 0.0], [0.2, 0.6, 0.0], [-0.2, -0.1, 0.0], [-0.2, -0.1, 0.0], [-0.1, -0.2, 0.0], [0.0, 0.2, 0.0], [-0.1, -0.2, 0.0], [-0.7, -0.9, 0.0], [0.1, 0.8, 0.0], [0.9, 0.5, 0.0], [-1.0, -1.8, 0.0], [0.0, 0.0, 0.0], [0.1, 0.1, 0.0], [0.0, 0.0, 0.0], [0.0, 0.2, 0.0], [0.0, 0.0, -0.1], [-0.3, 0.0, -0.1], [-0.1, 0.0, 0.0], [0.3, 0.0, 0.3], [0.1, 0.0, 0.0], [0.3, 0.0, -0.5], [0.1, 0.0, 1.5], [0.3, 0.0, -0.2], [1.9, -0.2, -0.7], [0.1, 0.1, -0.2], [0.1, 0.2, -0.1], [-0.2, -0.3, -0.1], [0.1, 0.0, 0.0], [-0.2, 0.3, -0.1], [0.0, -0.1, 0.1], [0.2, 0.0, -0.2], [0.0, 0.1, 0.1], [-0.1, 0.0, -0.1], [0.1, -0.1, -0.1], [0.0, 0.0, 0.1], [0.1, 0.1, 0.1], [0.1, -0.1, 0.1], [0.0, 0.0, 0.1], [0.0, 0.0, 0.1], [-0.1, 0.0, 0.0], [-0.1, 0.0, 0.0], [0.0, 0.0, -0.1], [-0.7, 0.0, 0.3], [0.0, 0.0, 0.1], [0.0, 0.0, 0.0], [0.0, 0.0, 0.0], [-0.1, 0.0, 0.0], [-0.1, 0.0, 0.0], [0.0, 0.0, 0.0], [0.0, 0.1, 0.0], [0.0, 0.0, -0.1], [0.0, 0.0, 0.0], [0.0, -0.1, 0.0], [0.0, 0.0, -0.1], [-0.2, -0.3, 0.0], [-0.1, 0.3, 0.0], [0.0, 0.0, 0.1], [0.0, 0.0, 0.0], [-1.3, 0.9, 0.1], [1.3, -0.7, -0.1], [-0.5, 0.4, -0.7], [0.4, -0.3, 0.1], [0.4, -0.3, -0.2], [-0.3, 0.4, 0.8], [-0.2, 0.1, 0.0], [0.0, 0.1, -0.1], [-0.1, -0.1, -0.1], [0.1, 0.1, 0.1], [-0.1, -0.1, 0.1], [-0.2, 0.1, 0.1]]
}